134
Properties=species:S:1:pos:R:3:forces:R:3:lowdin_charge:R:1 method="wB97M-V/def2-TZVPD" homo_lumo_gap_ev=6.86 total_energy_ha=-3291.4699 homo_energy_ev=-4.74 charge=-1
I -0.58667 -2.27631 2.05159 -0.9401 0.1880 0.4121 0.816
Cl -4.38937 0.81598 1.50932 -0.9057 0.2824 0.3957 0.454
P -2.22061 0.73441 1.50679 2.3501 -2.1496 1.3135 0.361
F -0.43623 0.58761 1.50392 -1.9397 0.8636 -0.8009 -0.393
O -3.92127 3.92386 0.96827 3.3299 -6.0223 -4.1991 -0.096
O -1.93141 5.32940 6.48668 -0.5061 0.5094 0.1434 -0.213
O 6.82058 -4.08928 -3.06338 0.1986 0.2717 -0.5616 -0.209
O -0.04753 8.58064 -2.18769 -0.2986 -0.4246 0.0328 -0.200
O -0.03309 3.44422 0.91571 -5.7478 -4.0286 -3.6292 -0.038
N -0.52264 9.34517 0.54764 -0.1296 0.2580 -0.3648 0.028
N 7.37621 -6.55196 -4.44856 -0.3054 0.1814 0.0945 0.034
N -0.29687 7.47820 7.48827 -0.0341 -0.1352 -0.2993 0.032
N -2.21985 2.17219 0.53401 1.0623 3.5605 -2.2810 -0.209
C -0.72819 3.09029 -1.46835 -1.4695 0.4642 0.3840 -0.043
C 3.47811 -3.92675 -1.22283 1.1365 -1.4183 -0.4629 -0.185
C -1.22442 -0.25023 -1.18883 -0.0368 -1.0231 -2.0168 -0.225
C 3.19667 -5.55230 -0.94587 0.2177 -0.3406 0.9801 -0.216
C 7.95255 -3.49861 -2.44264 -0.2403 -0.1891 0.2816 -0.105
C 1.91685 -5.82818 0.04496 -0.3119 0.4021 -0.5471 -0.208
C -0.94787 -7.14184 -2.58563 -1.1963 -0.6031 0.6273 -0.210
C -2.32960 7.48828 8.83655 -0.1204 0.2519 0.2227 -0.082
C -4.32187 2.81947 -1.23079 0.5780 -0.1567 -0.3310 -0.059
C -2.40619 -0.29801 -0.10465 -1.1968 -0.6416 -1.9132 -0.336
C 0.53339 -5.71920 -0.85556 0.5937 0.2109 0.1773 -0.207
C -0.24680 -7.14537 -1.07372 0.0287 0.6646 -0.6539 -0.192
C 6.87445 -4.10946 -4.49187 -0.2928 -0.2721 0.0325 -0.199
C -0.62998 2.04861 3.71578 1.1632 2.1638 1.4348 -0.184
C -3.53407 -1.50466 3.11139 0.2750 -2.6250 1.6694 -0.391
C -0.10618 6.94194 0.57860 -0.1548 -0.2171 0.1710 -0.062
C -0.96905 2.84486 0.17511 4.0114 3.7387 0.5606 -0.300
C 7.71196 -5.26811 -5.08212 0.0929 0.0850 0.4868 -0.431
C -2.59260 -6.94364 -2.51310 0.4810 0.8720 -0.4409 -0.213
C -2.56806 4.55922 7.49518 0.3386 -0.2423 -0.1967 -0.103
C 9.21910 -5.04502 -4.98036 0.2446 -0.0240 -0.2543 -0.079
C -4.26533 -2.52269 2.04857 -0.9521 0.2187 -0.2126 -0.190
C -0.01214 3.34879 4.12189 -0.7742 -2.8455 -1.0248 -0.062
C -1.01755 8.05039 0.05673 0.4615 -0.0923 -0.1679 -0.424
C 0.92795 -1.98910 -1.34930 0.2863 0.3939 0.9604 -0.238
C 1.02132 7.66257 -2.36163 0.1105 0.3499 -0.0561 -0.108
C -3.44989 2.89540 0.20029 -3.1474 5.9492 2.0627 -0.404
C -2.16354 -0.78996 2.64294 -0.5890 -0.4381 3.2856 -0.754
C -1.17213 8.05009 -1.48223 -0.1673 0.3381 0.1654 -0.197
C -3.11277 -6.51801 -4.03768 -0.8191 -0.4312 0.6297 -0.243
C -4.23046 -5.31899 -3.94916 0.4539 0.1726 0.0694 -0.266
C -2.39212 6.67978 6.39652 0.3474 0.0168 -0.2352 -0.193
C 2.84751 -3.50584 -2.66560 0.6587 0.3788 -0.9361 -0.225
C 1.82757 -2.24052 -2.68811 -0.6962 -0.0518 -0.9922 -0.213
C -3.49959 -3.88841 -3.48516 -1.1015 0.1723 -0.6874 -0.146
C -2.12184 1.83387 3.07791 -0.3377 2.1705 3.6946 -0.298
C -0.68135 -1.77628 -1.61222 0.2064 -0.0272 -0.5470 -0.220
C -1.75720 7.64046 7.42914 0.0531 -0.4981 0.1030 -0.432
H -3.61997 4.83288 7.62322 0.0509 0.0900 0.0188 0.089
H -2.10094 7.02292 5.39545 0.0448 -0.1573 0.1345 0.124
H 0.31589 9.57502 0.00633 -0.1937 -0.1233 0.2348 0.067
H -1.95181 6.60305 9.35253 -0.0043 0.0279 -0.1404 0.062
H 1.58260 7.96004 -3.25194 -0.1490 0.0350 0.0311 0.083
H -5.42676 3.16249 -1.06336 2.2834 -0.7042 0.0964 0.085
H -1.97599 8.66410 7.10206 0.0402 -0.1216 -0.1085 0.132
H 0.66731 6.63668 -2.50310 -0.0122 0.0307 0.1257 0.087
H 1.39781 -1.03452 -0.80687 -1.2645 -2.0102 -1.0495 0.121
H -3.86374 3.57554 -2.03259 -0.7153 -1.5899 1.9289 0.086
H 7.46862 -5.33776 -6.14919 -0.1159 0.0342 0.1193 0.133
H -3.69408 -3.67039 -2.34390 0.7244 -0.4284 -2.3396 0.076
H 7.64187 -3.11222 -1.46778 -0.0820 -0.0364 -0.1486 0.088
H 0.09105 7.67878 6.56526 -0.0404 0.0358 0.2155 0.074
H -4.03298 -3.02648 -4.10935 1.1666 -1.7036 1.4876 0.077
H -2.02804 4.66061 8.43823 -0.1830 0.0019 0.1687 0.071
H -2.86662 -6.04399 -1.77714 0.7366 -1.9709 -1.5077 0.113
H -2.05848 8.35397 9.45241 0.0170 -0.1470 -0.1364 0.073
H -3.47385 -3.03222 1.35045 -1.4858 1.0154 1.3807 0.030
H 3.17207 -3.26207 -0.31182 0.2370 -1.3330 -1.8299 0.110
H 1.70322 7.71896 -1.51128 0.0357 -0.2683 0.0063 0.074
H -2.51836 3.50709 7.20067 0.0228 0.1624 -0.1052 0.091
H -0.90596 -1.95620 -2.77107 0.5361 0.4394 2.4140 0.092
H 4.66591 -3.84547 -1.30054 -2.5831 -0.0347 0.0745 0.096
H -2.83680 1.38144 3.92118 1.3850 0.7066 -1.7455 0.084
H -1.18885 10.07138 0.28035 0.0939 -0.1136 0.1517 0.066
H -0.28078 0.39063 -0.99068 -1.8206 -1.0267 0.1648 0.089
H 3.00097 -6.14660 -1.96140 0.5041 1.4259 2.0980 0.112
H 7.43828 -6.41623 -3.43530 0.0528 -0.0652 -0.3019 0.072
H -5.07748 -1.95822 1.38841 1.9192 -1.1280 1.2731 0.058
H 1.10444 3.54030 3.75309 -2.1787 -0.8818 1.8032 0.061
H 8.71802 -4.25613 -2.26524 0.2023 0.1388 -0.0441 0.073
H -0.53010 4.19666 4.73992 0.4584 -1.3526 -2.2810 0.034
H 1.00628 -2.85209 -0.53088 0.1226 1.6765 -2.0437 0.042
H 7.19923 -3.13767 -4.88266 0.1590 0.0122 0.0817 0.118
H -4.29506 -0.82496 3.73284 1.7680 -1.1152 -1.9211 0.104
H -0.33630 5.98589 0.09749 0.0716 0.0577 0.1410 0.059
H 8.36084 -2.66946 -3.02882 0.0090 -0.0863 -0.0515 0.091
H 9.60371 -5.21347 -3.97225 -0.1301 0.0243 -0.0439 0.063
H -1.08330 4.20930 -1.64842 0.8680 -2.1674 0.3551 0.071
H -0.24655 6.81170 1.65821 0.0052 0.0193 -0.2433 0.083
H 9.75116 -5.73830 -5.64254 -0.1452 0.0771 0.1385 0.075
H -3.14106 -7.91872 -2.10882 1.2187 2.0928 -0.9737 0.116
H 2.33528 -4.42238 -3.23413 1.1013 1.8636 1.5648 0.101
H 0.85844 -5.32828 -1.91070 -0.7012 -0.6807 2.0073 0.080
H 0.39265 2.99476 -1.78213 -2.2144 0.0553 0.8013 0.090
H 5.83650 -4.24305 -4.82278 0.1066 -0.0299 0.1730 0.116
H -1.26424 -2.63358 -1.05016 1.0756 1.8737 -0.9599 0.066
H -4.32035 1.76506 -1.72189 0.1062 1.8011 0.9852 0.061
H -3.38542 0.15130 -0.62555 2.3183 -1.0193 1.0935 0.046
H 0.02126 1.07950 3.96594 -1.1236 2.2523 -1.7133 0.101
H -5.07551 -5.59658 -3.16091 1.7882 0.5433 -1.7435 0.112
H 1.85477 -5.01266 0.89654 0.3586 -1.6727 -1.6561 0.104
H 3.77174 -3.21218 -3.36298 -1.9843 -0.6562 1.4142 0.101
H -2.23443 -6.14401 -4.72302 -1.5971 -0.7900 1.4529 0.103
H -2.54533 2.93857 2.91582 0.8769 -2.5279 0.0306 0.102
H -4.73504 -5.14975 -5.00351 1.0008 -0.4433 2.1440 0.098
H 4.15545 -6.05103 -0.43652 -1.9620 1.1977 -1.1331 0.105
H -1.04554 -7.27500 -0.22749 1.3862 0.1308 -1.7111 0.112
H -1.43452 7.05485 -1.86069 0.1618 -0.0826 0.0566 0.111
H -3.48751 6.72006 6.42896 -0.0257 -0.0777 0.1533 0.117
H 2.00979 -6.88007 0.54808 -0.2167 1.9142 -0.9437 0.101
H 0.49647 -8.04770 -1.01069 -1.2405 1.7970 -0.0567 0.102
H -0.12160 -4.86986 -0.36570 0.9073 -1.9192 -1.0767 0.093
H -1.68925 -0.44867 3.68952 -0.9004 -0.7031 -2.5376 0.053
H -2.36418 -3.85067 -3.78218 -2.1887 -0.2202 0.8334 0.069
H -0.10704 6.48026 7.61883 -0.0607 0.2988 0.0211 0.072
H 9.48634 -4.02754 -5.28331 -0.0218 -0.0716 0.0517 0.077
H -3.16702 -2.26432 3.96841 -0.6639 1.5680 -1.7520 0.096
H -0.54812 -6.28863 -3.28108 -0.5104 -1.6093 1.5333 0.096
H -0.76622 -8.17491 -3.11915 -0.2099 2.0207 0.9658 0.108
H -1.68519 0.16820 -2.21004 0.9656 -0.7184 2.1998 0.101
H -2.69443 -1.42931 0.06643 0.6792 2.2739 -0.0217 0.049
H -3.42248 7.42967 8.81129 0.0849 -0.0285 -0.0013 0.076
H -1.46767 2.41901 -2.11035 1.8396 1.2890 1.3734 0.066
H 0.95288 7.15722 0.42166 -0.0792 0.0665 -0.0672 0.066
H 2.42819 -1.26916 -3.02216 -1.3295 -1.9646 1.0069 0.113
H 6.38575 -6.74399 -4.60596 0.2207 -0.0431 -0.0273 0.073
H 1.05827 -2.43870 -3.57975 1.6763 0.4318 1.8065 0.102
H -2.01188 7.87775 0.48592 0.0404 0.0754 -0.1445 0.137
H -3.56420 -7.50126 -4.50888 0.8076 2.0804 0.6696 0.103
H -2.01392 8.70743 -1.73517 0.1890 0.0205 -0.0221 0.117
H -4.86600 -3.39356 2.60161 1.4407 1.9345 -0.9774 0.077